# 1
ORCA calculation (ωB97M-V with the def2-TZVPD basis set) on the ion C19H33S with charge +1 at a distorted geometry.

Results
- HOMO level: -11.927 eV
- Total charge: +1
- Electronic energy: -1141.698977 hartree
- Frontier orbital gap: 8.611 eV

Atoms and positions in Å:
S  -1.103  -0.547  0.502
C  2.325  1.363  -0.929
C  4.208  -0.624  1.673
C  2.106  -1.778  1.206
C  -4.441  -2.108  -3.280
C  -1.131  2.450  0.273
C  3.340  -1.697  1.865
C  0.400  -2.212  -1.466
C  -3.640  -1.121  -2.421
C  -1.365  3.679  1.167
C  -0.886  1.209  1.138
C  2.606  0.313  0.102
C  1.738  -0.793  0.264
C  -3.425  -1.570  -0.968
C  -1.277  5.070  0.534
C  1.273  -2.995  1.490
C  3.786  0.405  0.836
C  -2.917  -0.468  -0.023
C  5.541  -0.528  2.341
C  0.519  -0.931  -0.657
H  1.363  -3.745  0.686
H  -0.266  2.629  -0.374
H  -5.482  -2.166  -2.937
H  0.387  -0.056  -1.304
H  0.206  -2.767  1.631
H  -0.205  -2.043  -2.370
H  -2.092  5.265  -0.171
H  3.635  -2.518  2.521
H  3.148  2.087  -0.964
H  -4.004  -3.114  -3.250
H  -0.655  3.641  2.004
H  0.124  1.236  1.577
H  -0.325  5.225  0.020
H  -2.655  -0.956  -2.879
H  -2.357  3.573  1.622
H  -1.352  5.824  1.326
H  -3.171  0.541  -0.379
H  6.367  -0.513  1.619
H  1.643  -3.461  2.417
H  -4.144  -0.145  -2.431
H  -0.043  -3.037  -0.890
H  -4.392  -1.924  -0.580
H  1.404  1.915  -0.708
H  5.622  0.405  2.911
H  -4.435  -1.772  -4.324
H  5.717  -1.374  3.008
H  -1.603  1.188  1.972
H  1.404  -2.516  -1.805
H  -2.732  -2.425  -0.943
H  2.210  0.918  -1.928
H  -3.397  -0.600  0.957
H  -2.001  2.285  -0.375
H  4.423  1.280  0.697


# 2
ORCA calculation (ωB97M-V with the def2-TZVPD basis set) on a structure of composition C19H34BaN3O5P2 at a distorted geometry.

Results
- HOMO level (alpha / beta): -11.281 / -8.919 eV
- Total charge: +1
- Electronic energy: -1992.726366 hartree
- Frontier orbital gap (alpha / beta): 7.646 / 4.443 eV

Atoms and positions in Å:
Ba  0.676  0.963  -0.686
P  2.804  -1.293  -0.799
P  -2.146  0.653  -1.771
O  0.129  3.353  -2.660
O  3.309  1.952  -3.044
O  2.306  1.829  1.354
O  1.553  0.292  5.606
O  -1.496  -0.263  2.047
N  0.295  1.007  1.791
N  1.889  1.272  3.569
N  0.337  -0.887  -2.827
C  -2.359  -1.250  4.637
C  -0.856  -1.400  -3.248
C  -2.608  1.935  4.169
C  1.465  -2.313  -4.356
C  -0.925  -2.420  -4.228
C  2.803  -3.158  -0.645
C  1.529  1.401  2.229
C  1.081  0.636  4.526
C  -1.170  1.736  4.628
C  -0.562  0.347  2.598
C  -0.906  -0.868  4.839
C  0.282  -2.871  -4.806
C  -3.728  0.594  -0.884
C  4.554  -0.778  -0.459
C  -0.416  0.451  4.132
C  -2.523  1.744  -3.170
C  2.832  -1.727  -2.508
C  -2.235  -0.960  -2.657
C  1.511  -1.531  -3.204
H  -3.608  -0.070  -0.010
H  -3.948  1.609  -0.520
H  -2.653  -1.073  3.595
H  -3.009  -0.896  -3.477
H  -2.596  -1.730  -1.922
H  4.551  -0.160  0.458
H  2.462  1.491  -3.418
H  -3.241  1.099  4.479
H  3.706  2.112  -3.918
H  -0.569  2.592  4.273
H  5.140  -1.703  -0.310
H  -4.542  0.232  -1.536
H  -3.011  -0.698  5.322
H  3.832  -3.437  -0.964
H  -0.265  -1.664  4.422
H  4.967  -0.179  -1.291
H  3.501  -1.067  -3.139
H  -1.111  1.738  5.731
H  2.071  -3.480  -1.418
H  2.878  1.477  3.819
H  -2.684  2.051  3.078
H  -1.921  -2.829  -4.546
H  -2.458  -2.321  4.844
H  0.759  3.131  -1.774
H  -3.466  1.417  -3.640
H  2.503  -3.403  0.384
H  0.268  -3.676  -5.562
H  -2.648  2.777  -2.809
H  0.179  4.298  -2.857
H  0.452  2.819  -3.371
H  2.418  -2.683  -4.699
H  -0.659  -0.776  5.914
H  -2.990  2.855  4.626
H  -1.730  1.704  -3.937


# 3
ORCA calculation (ωB97M-V with the def2-TZVPD basis set) on a structure of composition C19H34BaN6O7 at a distorted geometry.

Results
- HOMO level (alpha / beta): -5.320 / -5.327 eV
- Electronic energy: -1624.916200 hartree
- Frontier orbital gap (alpha / beta): 4.632 / 4.639 eV

Atoms and positions in Å:
Ba  0.723  -0.405  -2.841
O  2.281  1.663  -3.816
O  2.059  -2.298  4.193
O  -1.359  -2.983  -4.502
O  -0.521  1.884  0.221
O  -3.759  1.562  -1.768
O  -0.432  -0.148  -5.186
O  -2.062  -0.098  -0.100
N  -1.552  -0.865  -1.124
N  0.272  -0.914  3.807
N  -1.252  -2.217  -3.327
N  1.868  -0.612  -0.192
N  0.086  1.995  -0.922
N  1.332  2.136  -3.086
C  3.499  -0.999  2.048
C  -0.303  -1.375  5.076
C  -0.058  0.470  3.408
C  3.183  -0.362  -0.251
C  -1.819  -1.304  5.111
C  0.896  3.085  -1.008
C  4.045  -0.579  0.841
C  1.491  -1.481  3.471
C  1.642  3.139  -2.214
C  1.328  -0.969  0.992
C  -2.182  -4.300  -2.530
C  -2.677  -2.764  0.078
C  2.769  4.076  -2.427
C  2.105  -1.108  2.146
C  -1.777  -2.889  -2.307
C  1.055  1.491  3.596
C  1.059  4.054  0.108
C  -1.988  -2.136  -1.087
C  -1.395  0.667  -4.356
H  -1.901  -0.004  -3.657
H  4.117  -1.220  2.918
H  -3.790  2.508  -1.563
H  -1.147  -2.352  -5.215
H  -0.934  0.749  4.000
H  0.115  -0.769  5.898
H  -3.281  1.154  -1.016
H  -2.157  -1.780  6.036
H  5.114  -0.427  0.714
H  -2.188  -0.274  5.107
H  0.649  2.489  3.394
H  1.885  1.313  2.903
H  1.433  1.469  4.627
H  -3.412  -3.490  -0.281
H  1.611  3.593  0.942
H  1.621  4.931  -0.224
H  0.020  -2.410  5.225
H  -1.379  -4.857  -3.027
H  3.684  3.713  -1.929
H  3.573  0.012  -1.209
H  0.248  -1.144  1.005
H  -2.151  1.088  -5.033
H  -2.418  -4.800  -1.589
H  -2.257  -1.851  4.270
H  -0.379  0.473  2.357
H  0.079  4.386  0.474
H  2.535  5.063  -2.007
H  -0.883  1.496  -3.835
H  2.976  4.194  -3.496
H  -0.326  0.289  -6.046
H  -3.187  -2.009  0.686
H  -1.401  0.711  -0.029
H  -3.069  -4.358  -3.176
H  -1.961  -3.299  0.720


# 4
ORCA calculation (ωB97M-V with the def2-TZVPD basis set) on a structure of composition C19H34MnN4O4PSi2.

Results
- HOMO level (alpha / beta): -13.377 / -12.453 eV
- Multiplicity: 5
- Total charge: +2
- Electronic energy: -3335.321132 hartree
- Frontier orbital gap (alpha / beta): 7.752 / 6.837 eV

Atoms and positions in Å:
Mn  -0.006  0.182  -0.027
P  -0.610  3.588  -0.115
Si  0.296  -0.475  2.361
Si  2.480  -0.227  0.158
O  -6.336  -1.646  -0.173
O  0.044  2.231  -0.169
O  -1.986  3.815  -0.612
O  -4.193  1.330  2.386
N  -2.064  3.881  2.106
N  1.325  3.963  -2.036
N  -2.029  -0.177  -0.728
N  -5.912  0.028  1.293
C  -5.379  1.324  1.591
C  2.060  -0.305  2.936
C  -2.149  0.115  -2.034
C  -0.785  0.914  3.093
C  4.741  -0.060  3.663
C  -3.360  0.110  -2.690
C  -3.135  -0.394  -0.014
C  -0.482  -2.119  2.795
C  2.434  -0.343  4.284
C  3.766  -0.217  4.645
C  -0.676  4.223  1.622
C  4.381  -0.032  2.325
C  3.100  -1.794  -0.654
C  3.040  -0.152  1.945
C  -4.395  -0.385  -0.590
C  0.636  4.694  -0.915
C  -5.631  -0.736  0.187
C  3.215  1.271  -0.767
C  -4.503  -0.174  -1.961
H  0.035  -2.951  2.314
H  -2.387  4.503  2.845
H  2.685  -2.677  -0.163
H  4.309  1.271  -0.730
H  1.718  3.075  -1.699
H  0.060  3.807  2.305
H  -4.413  1.042  3.280
H  -0.588  5.309  1.618
H  1.688  -0.474  5.063
H  -1.016  0.713  4.146
H  2.837  -1.843  -1.715
H  5.782  0.029  3.947
H  -2.689  3.946  1.286
H  -6.717  -0.298  1.808
H  -3.404  0.305  -3.753
H  2.098  4.511  -2.418
H  -1.224  0.304  -2.564
H  -0.201  1.839  3.052
H  -3.003  -0.605  1.039
H  0.177  5.594  -1.317
H  4.052  -0.250  5.689
H  -5.104  1.829  0.668
H  -1.741  1.009  2.562
H  4.191  -1.860  -0.580
H  -1.539  -2.169  2.520
H  -0.416  -2.276  3.878
H  5.159  0.073  1.574
H  2.942  1.257  -1.832
H  0.686  3.759  -2.806
H  -6.163  1.899  2.077
H  1.410  4.974  -0.200
H  2.889  2.198  -0.274
H  -2.098  2.922  2.464
H  -5.476  -0.229  -2.434


Q: Among the records above, which one has the highest electronic energy?
A: C19H33S